1.
{
  "formula": "C15H70BNO31",
  "method": "ωB97M-V with the def2-TZVPD basis set",
  "elements": ["O", "O", "O", "O", "O", "O", "O", "O", "O", "O", "O", "O", "O", "O", "O", "O", "O", "O", "O", "O", "O", "O", "O", "O", "O", "O", "O", "O", "O", "O", "O", "N", "C", "C", "C", "C", "C", "C", "C", "C", "C", "C", "C", "C", "C", "C", "C", "B", "H", "H", "H", "H", "H", "H", "H", "H", "H", "H", "H", "H", "H", "H", "H", "H", "H", "H", "H", "H", "H", "H", "H", "H", "H", "H", "H", "H", "H", "H", "H", "H", "H", "H", "H", "H", "H", "H", "H", "H", "H", "H", "H", "H", "H", "H", "H", "H", "H", "H", "H", "H", "H", "H", "H", "H", "H", "H", "H", "H", "H", "H", "H", "H", "H", "H", "H", "H", "H", "H"],
  "positions_angstrom": [[2.52, 3.74, 1.17], [5.95, 0.04, -3.28], [2.40, 1.71, 3.29], [4.06, -3.62, 1.69], [-2.43, -7.15, -0.55], [0.47, -3.48, 5.15], [3.76, -1.21, -3.81], [0.02, 6.23, 1.79], [1.08, -0.62, 4.88], [5.13, 3.29, 0.13], [-6.31, 3.50, -0.43], [-1.83, 2.27, -3.59], [-1.30, -3.78, -3.04], [-3.29, -4.53, -1.28], [-0.57, 8.35, 0.09], [0.44, -7.35, -0.75], [-0.13, -0.96, -4.97], [-4.10, 7.92, 2.59], [-1.32, -7.74, 3.70], [-4.11, 6.17, 1.05], [0.85, 2.10, -4.05], [-3.84, 0.90, -1.00], [-6.21, 5.86, 0.90], [2.43, -5.16, 3.68], [5.91, 0.64, -0.54], [-6.27, 8.11, 2.89], [-2.06, 6.45, 2.39], [-2.55, 7.97, 0.76], [-5.26, 1.67, 1.20], [2.18, 3.31, -2.17], [-1.86, -0.95, -3.63], [0.28, 0.10, -0.10], [-0.83, -3.28, 1.57], [2.31, -0.91, -1.35], [2.73, -0.02, -0.22], [-0.13, -2.39, 0.58], [-0.47, 1.42, -0.45], [1.60, 0.41, 0.60], [-5.23, 6.50, 1.33], [-1.38, 7.84, 0.89], [-0.40, -4.73, 1.52], [-1.04, 6.88, 1.92], [-0.99, 2.13, 0.85], [-0.54, -0.83, 0.59], [-1.88, 3.38, 0.29], [-5.24, 7.61, 2.23], [0.81, -0.42, -1.53], [-3.19, 7.16, 1.74], [1.59, 1.46, 0.78], [2.02, 4.15, -2.52], [-0.44, -0.71, 1.75], [0.91, -2.68, 0.70], [3.46, -0.36, -4.29], [4.81, -4.15, 1.44], [-3.02, -5.50, -1.07], [-4.12, -0.06, -1.00], [-0.66, -2.99, 2.49], [5.12, -0.33, -3.70], [0.72, -8.13, -0.52], [-6.18, 4.36, 0.06], [2.82, -0.79, -2.14], [-2.97, 2.94, -0.07], [6.86, 0.34, -0.31], [1.70, 0.10, 1.49], [1.55, 1.81, -3.50], [-0.24, -0.59, -5.75], [0.18, 2.18, -0.97], [1.23, -6.89, -0.97], [5.32, 2.25, 0.21], [-2.63, -4.16, -1.82], [0.65, 0.03, 5.42], [3.60, -0.45, 0.36], [-1.26, -0.81, -4.30], [0.79, -1.21, -4.91], [-0.90, -5.32, 2.35], [5.70, 3.73, -0.66], [-2.27, 4.07, 1.23], [-0.94, 2.05, -4.05], [-1.87, -4.14, -3.77], [-1.30, 0.95, -0.97], [-4.50, 1.52, 0.46], [3.49, -4.33, 2.16], [-1.54, -0.73, 0.43], [2.31, -1.86, -0.99], [1.12, 0.22, -2.31], [-0.29, 2.63, 1.50], [2.38, 2.49, 2.64], [-0.24, -2.80, -0.40], [0.34, -1.38, -1.91], [0.71, -5.04, 1.47], [-0.48, -3.66, 5.08], [3.28, 0.87, -0.48], [2.51, 4.65, 1.01], [-1.21, -8.56, 4.20], [-1.69, -7.63, 2.78], [-5.67, 0.79, 1.61], [-0.58, -4.16, -2.71], [-1.27, 3.94, -0.20], [0.70, -2.61, 4.97], [2.74, 3.53, -1.44], [1.41, 1.68, -4.81], [-5.92, 2.89, 0.23], [5.94, 0.51, -1.55], [-1.69, 1.49, 1.41], [3.55, 3.52, 1.11], [4.06, -1.66, -4.64], [6.68, -0.40, -3.74], [-1.92, -3.19, 1.47], [-0.88, -5.30, 0.61], [-2.09, -1.81, -3.46], [-3.86, 0.93, -1.94], [-2.86, -7.62, 0.26], [-1.47, -6.88, -0.29], [-2.21, 1.43, -3.60], [2.30, -6.04, 3.93], [1.45, -0.23, 4.09], [1.82, -4.52, 4.00], [3.17, 1.55, 3.32]],
  "lowdin_charge": [-0.08, -0.08, 0.06, -0.10, -0.13, -0.02, -0.06, 0.09, -0.03, -0.18, -0.12, -0.06, 0.00, -0.09, 0.10, 0.05, 0.08, 0.32, -0.09, 0.32, -0.06, -0.05, 0.11, -0.02, -0.12, 0.06, 0.32, 0.37, -0.17, -0.01, 0.00, -0.14, -0.26, -0.11, -0.14, -0.14, -0.08, -0.09, -0.47, -0.50, -0.09, -0.48, -0.16, -0.09, -0.03, -0.37, 0.00, -0.78, 0.09, 0.03, 0.17, 0.11, 0.11, 0.00, 0.03, 0.11, 0.04, 0.00, -0.04, -0.01, 0.00, 0.12, 0.11, 0.05, -0.03, 0.02, 0.14, 0.05, 0.07, -0.07, 0.05, 0.14, -0.15, 0.09, 0.08, 0.14, 0.13, 0.04, 0.12, 0.10, 0.05, 0.04, 0.10, 0.08, 0.09, 0.09, 0.07, 0.08, 0.13, 0.09, 0.07, 0.09, 0.01, 0.04, 0.05, 0.12, -0.03, -0.01, -0.05, 0.01, 0.11, -0.05, 0.03, 0.09, 0.08, 0.11, 0.06, 0.13, 0.06, -0.03, 0.04, 0.10, 0.03, -0.06, 0.02, 0.01, -0.01, -0.13],
  "homo_lumo_gap_ev": 6.2,
  "charge": 0
}

=====

2.
{
  "formula": "C15H76BNO34",
  "method": "ωB97M-V with the def2-TZVPD basis set",
  "elements": ["O", "O", "O", "O", "O", "O", "O", "O", "O", "O", "O", "O", "O", "O", "O", "O", "O", "O", "O", "O", "O", "O", "O", "O", "O", "O", "O", "O", "O", "O", "O", "O", "O", "O", "N", "C", "C", "C", "C", "C", "C", "C", "C", "C", "C", "C", "C", "C", "C", "C", "B", "H", "H", "H", "H", "H", "H", "H", "H", "H", "H", "H", "H", "H", "H", "H", "H", "H", "H", "H", "H", "H", "H", "H", "H", "H", "H", "H", "H", "H", "H", "H", "H", "H", "H", "H", "H", "H", "H", "H", "H", "H", "H", "H", "H", "H", "H", "H", "H", "H", "H", "H", "H", "H", "H", "H", "H", "H", "H", "H", "H", "H", "H", "H", "H", "H", "H", "H", "H", "H", "H", "H", "H", "H", "H", "H", "H"],
  "positions_angstrom": [[-3.71, 2.28, -1.83], [3.16, -2.40, -2.40], [0.57, 0.57, -3.44], [-4.02, -1.47, 3.02], [2.81, 3.59, -1.51], [3.37, 0.78, -3.14], [4.56, -1.08, 4.33], [3.65, -0.73, -8.88], [-0.07, 3.34, 5.81], [4.39, 4.00, 0.77], [5.29, -2.63, 2.08], [1.76, -4.47, -3.46], [2.67, -3.38, -7.90], [1.13, -0.58, -5.15], [2.38, -0.15, -7.36], [-4.19, 0.85, 4.85], [0.82, -3.74, 1.02], [0.32, 5.41, -0.96], [-5.03, -3.26, -4.24], [0.05, -5.13, -1.04], [-0.88, -1.38, 4.09], [3.48, -3.16, 0.35], [-4.86, -1.56, 0.16], [-4.50, 1.81, 2.32], [3.42, -0.12, -5.10], [0.71, 6.76, 1.48], [-2.37, 2.03, 6.18], [-1.92, -3.42, 1.71], [5.51, 1.49, 3.77], [-3.34, 6.54, 2.53], [2.66, -2.18, -6.08], [-0.77, -4.29, -5.62], [-1.33, 2.52, -3.59], [-4.16, -4.21, 0.45], [-0.66, 1.03, 0.98], [-1.51, -1.96, -1.52], [-0.98, -2.29, -2.92], [-1.24, 3.31, 1.54], [-1.37, -0.26, 0.54], [1.73, 0.21, 1.01], [-1.06, -0.57, -0.92], [3.15, 0.51, 1.60], [-0.80, 2.71, 2.79], [-1.48, 2.20, 0.55], [-0.85, 1.18, 2.50], [1.40, 0.23, -4.27], [2.80, -1.13, -8.06], [2.86, 0.34, -4.11], [0.76, 1.33, 0.67], [2.78, -2.35, -7.33], [2.34, -0.71, -5.96], [-2.73, -3.86, 1.23], [1.68, 6.78, 1.60], [0.01, -1.52, 4.22], [0.85, 5.88, -1.51], [-5.70, -1.08, 0.54], [0.48, -6.06, -0.95], [-3.34, 7.30, 3.02], [3.76, -0.49, 1.77], [4.65, -1.48, 3.51], [-2.60, 2.05, 0.57], [1.98, -0.59, 0.38], [4.70, 3.77, 1.65], [-3.37, 1.18, 5.07], [1.00, -4.21, 1.75], [5.23, 3.89, 0.61], [-4.36, -1.17, 2.05], [-0.01, 3.23, 6.74], [-4.38, -4.71, -0.33], [-2.41, -0.30, 0.71], [-1.97, 0.87, 2.78], [1.11, -0.48, 1.52], [3.05, 0.81, 2.78], [-4.82, -1.33, -0.76], [-0.87, 1.80, -3.32], [-4.14, 1.54, 3.23], [3.27, -2.77, -1.60], [-2.11, 4.07, 1.54], [-0.43, 3.98, 1.32], [0.35, -4.45, -0.47], [-1.34, 2.45, -0.42], [4.71, -2.88, 1.30], [0.99, 1.56, -0.38], [-4.54, -2.09, 3.36], [0.08, -2.44, -3.16], [-1.61, 2.75, 3.58], [6.00, -3.22, 2.21], [-2.66, -1.97, -1.53], [-4.44, 2.63, 2.47], [3.48, 3.76, -0.83], [-4.93, -3.82, -3.40], [0.55, 6.39, 0.69], [0.90, 3.34, 5.57], [-4.26, -3.12, -4.75], [5.19, 0.68, 4.09], [-0.45, 5.49, -1.57], [-1.04, -1.03, 1.02], [-1.38, -2.72, -0.87], [4.84, -1.86, 4.86], [3.22, 2.91, -2.11], [3.95, -4.08, 0.21], [-1.38, -1.44, -3.56], [1.19, -4.81, -2.76], [-3.12, 2.77, 6.11], [-3.05, 2.23, -2.49], [-1.48, 2.49, 5.88], [0.13, 2.77, 3.10], [0.00, 0.64, 2.92], [-1.47, 0.22, -1.61], [2.58, -2.97, -2.93], [-2.41, 6.38, 2.63], [-0.06, -3.38, 1.37], [-1.23, -5.24, -5.33], [1.33, 2.26, 1.20], [-0.66, 3.10, -3.63], [1.47, -4.55, -4.28], [-4.03, 0.08, 4.07], [-1.35, -1.57, 4.96], [-1.63, -3.15, -3.37], [-0.02, -0.42, -1.16], [2.44, -3.09, 0.48], [-2.30, -2.59, 2.29], [5.69, 1.21, 2.79], [-1.35, -3.72, -6.00], [3.63, 1.19, 0.98], [-4.10, 3.06, -2.32], [-4.47, -3.29, 0.28]],
  "lowdin_charge": [-0.06, 0.00, 0.09, -0.03, -0.09, 0.16, -0.05, 0.12, -0.05, 0.03, -0.08, 0.02, 0.18, 0.32, 0.24, -0.10, -0.03, -0.02, -0.07, -0.08, -0.03, -0.13, -0.07, 0.00, 0.32, -0.02, -0.15, -0.16, -0.10, -0.02, 0.28, -0.07, 0.04, -0.05, -0.15, -0.21, -0.09, -0.16, -0.07, -0.23, -0.12, -0.05, -0.16, -0.12, -0.07, -0.44, -0.40, -0.53, -0.10, -0.51, -0.74, 0.04, 0.06, -0.01, 0.00, 0.15, 0.11, -0.01, 0.09, -0.07, 0.14, 0.08, 0.07, -0.10, 0.01, -0.04, 0.11, 0.05, 0.06, 0.11, 0.16, 0.07, 0.12, 0.05, -0.06, 0.02, -0.10, 0.15, 0.09, -0.05, 0.08, -0.01, 0.14, -0.01, 0.07, 0.13, 0.03, 0.11, -0.09, -0.02, 0.07, -0.10, 0.11, -0.01, -0.06, 0.09, 0.04, 0.02, 0.08, 0.05, 0.15, 0.08, 0.01, 0.13, -0.05, 0.03, 0.05, 0.12, 0.12, 0.01, 0.02, 0.07, 0.15, 0.20, -0.01, -0.03, 0.10, 0.10, 0.08, 0.09, 0.10, 0.08, 0.09, -0.04, 0.03, 0.08, 0.01],
  "homo_lumo_gap_ev": 8.1,
  "charge": 0
}

=====

HOMO in eV, matching the order above: -8.3 -8.7
Relative energy (zero: lowest compared OMol25 entry of this formula, charge and spin) in kcal per mole, matching the order above: 83.48 6.74